[1]
Entry from OMol25: 2 unconnected molecules or ions with the total composition C20H35N5O3S at a distorted geometry (ωB97M-V with the def2-TZVPD basis set).

Structure (XYZ):
```
64
Properties=species:S:1:pos:R:3:forces:R:3
O 1.53166 -2.76149 3.93420 0.305 0.134 0.043
O -3.37594 -3.56949 2.79854 0.203 0.415 -0.365
O 3.55475 3.30292 2.00441 0.187 0.079 0.038
S 0.05231 -2.78228 -1.19790 -0.127 0.295 0.081
C 0.41946 -3.08501 3.55184 0.928 -0.709 1.509
C -2.57449 -2.64972 2.67581 -0.266 -1.669 0.451
C -1.70114 -0.34308 -4.87132 0.249 0.263 0.316
C -1.87150 -0.58958 -3.50785 0.046 0.222 -0.098
C -0.90327 0.72639 -5.28683 -0.351 -0.665 0.555
C -1.24014 0.22616 -2.56312 0.099 0.002 -0.726
C -0.27681 1.54556 -4.34528 -0.350 0.233 -0.125
C -0.42852 1.30229 -2.96054 -0.396 -1.076 0.292
N 0.45398 2.63608 -4.78804 0.559 0.322 0.343
N -2.66591 -1.52028 3.39037 0.209 0.817 0.313
N 0.21012 2.11337 -1.99555 0.376 1.361 -0.008
N 1.59728 3.60375 0.08967 -0.109 -0.549 0.237
N -0.06824 -2.53743 2.43653 -1.492 0.664 -1.333
C 1.83088 -2.82655 -1.53740 -0.088 -0.272 0.186
C -0.37233 -4.10019 4.35387 0.022 0.116 -0.381
C -3.73747 -1.21449 4.33869 0.078 -0.194 -0.258
C 3.55015 4.55786 1.32991 -0.706 -0.911 -0.328
C -0.09221 -4.15061 -0.01626 0.093 -0.226 0.296
C 2.12710 4.78957 0.81510 -0.074 -0.128 -0.634
C 1.68722 2.05199 -1.89919 -0.674 0.278 0.594
C -0.44777 2.35935 -0.69342 0.802 -0.094 -0.536
C 2.24941 3.31527 -1.21850 -0.661 0.134 0.438
C 0.11543 3.62053 -0.01869 0.732 -0.139 -0.421
C -1.32069 -4.06536 0.90119 -0.074 0.494 -0.082
C -1.35192 -2.77484 1.75005 0.483 -0.126 -0.227
H 2.92550 2.72895 1.52083 0.247 0.456 0.196
H -2.18774 -0.97949 -5.60483 0.080 0.102 0.081
H -2.48528 -1.42214 -3.17751 0.093 0.112 -0.026
H -0.77299 0.91936 -6.34574 0.029 0.098 0.053
H -1.36962 -0.00350 -1.51211 0.076 0.113 -0.032
H 0.22363 2.99320 -5.71064 0.081 -0.024 0.569
H 0.63959 3.31378 -4.04950 -0.205 -0.035 -0.577
H -1.93264 -0.83839 3.27210 -0.062 -0.033 0.037
H 0.57771 -1.91173 1.97991 0.033 0.010 0.006
H 2.09668 -3.78964 -1.97361 0.064 0.073 -0.028
H 2.38686 -2.68070 -0.61117 0.042 0.016 -0.050
H 2.08471 -2.03161 -2.23930 -0.183 -0.039 0.048
H -1.18392 -3.60280 4.88005 -0.188 -0.066 -0.020
H -0.77268 -4.87266 3.70429 -0.293 -0.059 0.016
H 0.29193 -4.56399 5.08147 0.026 0.199 -0.115
H -4.48145 -0.57214 3.86483 -0.050 -0.009 0.096
H -4.22984 -2.13363 4.66425 0.194 0.071 -0.187
H -3.32935 -0.70759 5.21419 0.039 -0.022 -0.116
H 3.85265 5.36211 2.00778 -0.103 -0.253 0.026
H 4.25548 4.53652 0.49373 0.105 0.068 -0.015
H -0.13935 -5.08494 -0.57568 0.006 -0.042 0.037
H 0.80658 -4.18185 0.60001 0.110 0.065 -0.042
H 2.10978 5.67074 0.16530 -0.028 0.225 -0.094
H 1.48957 5.00683 1.67904 -0.086 -0.265 -0.204
H 2.14329 1.94811 -2.88809 -0.246 0.064 0.056
H 1.97134 1.17111 -1.31557 0.123 -0.161 0.144
H -1.52603 2.48600 -0.83287 0.194 -0.045 -0.142
H -0.28825 1.50061 -0.03443 -0.007 -0.121 0.245
H 2.10077 4.16761 -1.88978 0.001 0.181 -0.214
H 3.32699 3.18219 -1.08519 -0.133 0.041 0.146
H -0.32876 3.71008 0.97768 0.212 -0.014 -0.047
H -0.19292 4.49521 -0.60120 -0.157 0.136 -0.127
H -1.32901 -4.94009 1.54958 -0.078 -0.050 -0.019
H -2.21853 -4.09925 0.28301 -0.149 -0.049 0.160
H -1.46609 -1.95691 1.03891 0.208 0.187 -0.035
```
Forces are in eV/Å.

net charge	0
spin multiplicity	1

Löwdin population analysis, charges in e, atoms 1 to 2: O 0.04; O 0.06

[2]
Entry from OMol25: a single C20H35NOS molecule (ωB97M-V with the def2-TZVPD basis set).

Structure (XYZ):
```
58
Properties=species:S:1:pos:R:3:forces:R:3
C -7.12878 -0.81427 0.61835 0.076 0.018 -0.239
C -6.13484 -1.00433 -0.52149 0.093 -0.156 0.172
C -4.68121 -1.05454 -0.05017 -0.201 0.291 -0.156
C -4.17773 0.27613 0.50564 0.273 -0.386 -0.059
C -2.69483 0.20636 0.86354 -0.174 0.271 0.202
C -2.17324 1.47430 1.54185 -0.003 -0.028 -0.209
C -2.25582 2.74797 0.69467 0.069 -0.113 -0.131
C -1.56828 2.65455 -0.66851 -0.226 0.147 0.159
N -0.15601 2.36616 -0.50990 -0.028 -0.117 0.192
H -0.04270 1.45606 -0.07312 0.020 0.020 -0.001
C 0.65041 2.41297 -1.71715 0.325 -0.119 -0.197
C 0.41614 1.25217 -2.68608 -0.097 0.301 0.247
H -0.61043 1.26592 -3.04596 -0.074 -0.040 -0.066
H 0.60100 0.29982 -2.19220 -0.003 -0.094 -0.001
H 1.07850 1.33580 -3.54353 0.081 -0.044 -0.159
C 2.12833 2.51300 -1.24862 -0.277 -0.004 -0.240
C 2.56092 1.23840 -0.55657 0.130 0.085 -0.054
C 2.35208 1.05012 0.80589 -0.010 0.065 -0.122
C 2.70870 -0.13428 1.41751 0.034 -0.157 -0.041
C 3.27980 -1.16540 0.67801 0.115 -0.229 0.085
C 3.49721 -0.98520 -0.68112 -0.009 -0.046 0.026
C 3.14925 0.21044 -1.28223 -0.055 0.119 0.087
H 3.33679 0.34076 -2.33840 0.018 0.039 -0.130
H 3.93287 -1.76747 -1.28320 0.057 -0.080 -0.018
S 3.63952 -2.66152 1.55116 0.130 -0.323 -0.106
C 5.00236 -3.44792 0.58745 -0.282 0.418 0.162
C 6.23571 -2.56227 0.60905 -0.089 -0.044 -0.129
H 6.58167 -2.43117 1.63219 0.034 0.012 0.079
H 6.02191 -1.58102 0.18975 0.058 0.052 -0.007
H 7.03314 -3.02176 0.02719 0.124 -0.023 -0.075
C 5.26300 -4.80523 1.22129 -0.223 0.123 -0.052
H 5.58323 -4.68344 2.25371 0.069 -0.025 0.109
H 6.04392 -5.32739 0.67203 0.070 -0.031 -0.023
H 4.36086 -5.41260 1.21064 -0.030 -0.114 0.014
H 4.63554 -3.58607 -0.43246 0.075 -0.037 0.048
H 2.54707 -0.27538 2.47550 0.012 0.039 0.140
H 1.92426 1.84429 1.39874 -0.021 0.092 0.049
O 2.26107 3.64642 -0.42885 0.143 0.212 0.187
H 1.45837 3.67667 0.11350 -0.082 -0.025 -0.073
H 2.77162 2.68348 -2.11948 -0.103 -0.085 0.043
H 0.41519 3.35739 -2.22493 0.084 -0.070 0.086
H -2.09028 1.91316 -1.29385 0.031 0.065 -0.018
H -1.65183 3.62384 -1.17177 -0.044 -0.098 -0.015
H -1.79364 3.56057 1.25889 -0.045 0.077 -0.029
H -3.30185 3.01148 0.53074 -0.052 0.061 0.017
H -1.13523 1.30962 1.83977 0.042 0.028 0.117
H -2.74678 1.64243 2.45690 0.078 -0.025 0.078
H -2.53843 -0.63269 1.54681 0.040 -0.063 -0.058
H -2.11413 -0.00376 -0.03723 0.061 -0.091 -0.074
H -4.74378 0.54151 1.39998 -0.061 0.114 0.038
H -4.34287 1.05599 -0.24036 -0.079 0.101 -0.012
H -4.57782 -1.82844 0.71424 0.058 -0.083 0.015
H -4.04971 -1.34205 -0.89525 0.073 -0.055 0.031
H -6.25200 -0.19312 -1.24407 0.002 -0.025 -0.097
H -6.36548 -1.94004 -1.03667 -0.027 0.047 -0.083
H -8.14826 -0.86710 0.24279 -0.121 0.016 0.055
H -6.99940 -1.59161 1.36845 -0.021 -0.071 0.126
H -6.99504 0.15228 1.09695 -0.038 0.089 0.112
```
Forces are in eV/Å.

net charge	0
energy above the lowest of the compared OMol25 structures with the same formula, charge and spin	2.9	kJ/mol
spin multiplicity	1

Löwdin population analysis, charges in e, atoms 1 to 2: C -0.12; C -0.27

[3]
Entry from OMol25: 10 unconnected molecules or ions with the total composition C20H36BBr16NO8 at a distorted geometry (ωB97M-V with the def2-TZVPD basis set).

Structure (XYZ):
```
82
Properties=species:S:1:pos:R:3:forces:R:3
N 15.87231 10.34203 -7.57152 0.178 0.156 0.082
H 15.78742 9.42600 -8.04684 -0.556 0.053 -0.078
H 16.74646 10.79717 -7.83306 -0.043 0.027 0.162
H 15.83428 10.14535 -6.56102 0.225 -0.088 -0.249
H 15.07850 10.93756 -7.81505 -0.006 -0.266 -0.231
O 12.77012 2.17444 -6.54093 0.126 -0.112 0.358
C 12.70243 3.15559 -7.21469 -0.039 0.193 -0.539
O 13.33549 4.30364 -7.05468 0.653 0.366 0.534
B 13.14222 5.18768 -8.22781 -0.790 -1.603 0.389
O 12.07399 4.50196 -8.96748 0.119 1.530 -0.890
C 11.84856 3.31390 -8.48540 -0.356 -0.606 0.827
O 11.07205 2.50325 -8.88584 -0.235 -0.283 -0.403
O 14.37164 5.21242 -9.03149 0.429 1.045 -0.017
C 14.91721 6.41723 -8.89406 0.635 -1.494 -0.019
O 16.01622 6.72252 -9.26896 -0.263 0.375 0.686
C 13.93580 7.28453 -8.13235 -1.221 0.802 -0.958
O 12.87454 6.58083 -7.82767 0.634 -0.040 -0.041
O 14.04763 8.48471 -8.04193 0.365 0.054 0.659
Br 8.45458 3.08292 -11.61704 -0.190 -0.200 -0.436
C 9.34477 2.16644 -13.13200 0.695 0.672 1.094
C 10.47899 1.38887 -12.47419 -0.241 -0.938 -1.331
Br 11.82070 0.92125 -13.88463 -0.244 0.334 0.454
H 9.71877 2.97154 -13.75406 -0.041 -0.015 -0.088
H 8.62162 1.56569 -13.66773 -0.001 -0.118 0.094
H 10.14737 0.39278 -12.20637 -0.111 0.117 0.429
H 10.97190 1.86645 -11.63795 0.109 0.210 -0.163
Br 15.71461 1.05956 -4.56882 0.001 0.091 0.057
C 15.95131 1.33608 -6.46946 0.377 -0.545 -0.457
C 17.31385 0.80311 -6.87566 0.272 0.152 -0.111
Br 17.67619 1.24686 -8.75876 -0.105 0.037 0.233
H 15.91193 2.39706 -6.69216 -0.163 0.060 0.193
H 15.13547 0.82155 -6.96553 -0.036 0.046 -0.019
H 17.49075 -0.26648 -6.85107 -0.551 -0.088 0.253
H 18.07812 1.26888 -6.26034 0.103 0.127 -0.217
Br 16.26847 7.99532 -5.26535 0.371 -0.164 0.043
C 17.48501 6.77244 -6.24637 -0.511 -0.160 -0.690
C 16.90737 5.36589 -6.12662 0.882 0.613 0.225
Br 18.37487 4.14949 -6.54487 -0.193 0.132 0.059
H 18.50028 6.84686 -5.87418 -0.179 0.180 0.447
H 17.46065 7.11189 -7.28010 0.031 -0.011 0.040
H 16.12799 5.17290 -6.85314 -0.193 -0.059 0.202
H 16.60932 5.22382 -5.09282 -0.174 -0.514 -0.135
Br 11.08502 -1.22933 -5.64520 -0.028 -0.303 -0.319
C 11.70555 -1.75255 -7.42582 -0.081 -0.356 -0.622
C 11.64516 -0.52806 -8.32106 1.157 -0.323 -0.156
Br 12.07864 -0.95380 -10.22739 -0.241 -0.081 0.789
H 11.15118 -2.58354 -7.86230 -0.544 0.157 0.496
H 12.69924 -2.16129 -7.26516 0.198 0.436 -0.119
H 12.46938 0.11734 -8.03985 -0.345 0.423 0.009
H 10.69860 -0.00586 -8.31811 -0.022 -0.033 -0.042
Br 10.32345 7.09686 -5.83232 -0.006 0.422 0.128
C 10.92097 8.96447 -5.75710 0.131 -0.702 0.690
C 10.11730 9.89295 -6.61022 0.569 0.014 -0.319
Br 10.35783 9.45988 -8.50439 -0.134 0.233 0.306
H 11.98536 8.96956 -5.98389 -0.100 -0.076 -0.406
H 10.84918 9.24624 -4.70526 -0.265 -0.004 -0.047
H 10.55718 10.87900 -6.45620 -0.300 0.125 -0.201
H 9.05863 9.89711 -6.37774 -0.017 -0.070 -0.055
Br 15.90488 8.01550 -12.01456 0.442 -0.339 0.077
C 17.19855 6.55226 -11.70816 0.402 0.651 -0.366
C 16.55926 5.20421 -11.90171 0.590 -0.205 0.114
Br 16.31641 4.80093 -13.79460 -0.134 0.017 0.259
H 17.66852 6.67490 -10.73410 -0.645 -0.044 0.097
H 18.01979 6.74281 -12.39647 -0.294 -0.193 -0.406
H 15.61969 5.06098 -11.37903 -0.110 0.232 -0.156
H 17.24801 4.45441 -11.51096 -0.003 -0.071 -0.155
Br 9.10062 7.23524 -12.02415 0.343 -0.137 0.252
C 10.69768 6.42686 -11.23283 0.959 0.326 -1.019
C 11.97613 6.90164 -11.92439 -0.179 0.079 0.302
Br 12.29764 8.77613 -11.42913 0.055 -0.208 -0.453
H 10.63828 5.36209 -11.44234 -0.334 -0.093 0.551
H 10.77879 6.72241 -10.19345 -0.497 -0.416 0.188
H 11.96689 6.74381 -13.00051 -0.162 0.521 -0.043
H 12.86006 6.37931 -11.55827 -0.167 -0.116 0.254
Br 8.70023 3.82433 -4.01216 0.274 -0.295 -0.179
C 9.41576 2.83945 -5.54734 -0.118 -0.732 0.056
C 8.75524 1.50270 -5.75918 -1.443 0.081 0.457
Br 6.83459 1.75198 -6.16508 0.274 -0.165 -0.079
H 10.45216 2.56306 -5.34676 0.149 0.760 -0.087
H 9.22928 3.49136 -6.39315 0.466 0.022 -0.106
H 8.75133 0.89463 -4.85781 0.134 0.060 -0.007
H 9.14286 0.90492 -6.57564 0.266 0.336 -0.131
```
Forces are in eV/Å.

net charge	0
spin multiplicity	1

Löwdin population analysis, charges in e, atoms 1 to 2: N 0.27; H 0.10

[4]
Entry from OMol25: a gas-phase ion, C20H36BFNO2SSi (charge -1) at a distorted geometry (ωB97M-V with the def2-TZVPD basis set).

Structure (XYZ):
```
63
Properties=species:S:1:pos:R:3:forces:R:3
C 4.76062 3.03045 2.31514 -0.305 0.256 -0.755
C 4.02436 3.45206 0.94257 -0.680 0.964 0.899
N 4.31032 2.57310 -0.22714 -0.479 -0.321 2.126
C 3.70634 1.22372 -0.09317 -1.236 -3.381 -0.342
O 2.47347 1.08085 0.63923 1.673 1.831 -1.045
B 1.36695 1.44167 -0.29756 -0.435 0.760 1.000
F 0.93987 2.87559 -0.29922 0.908 -0.890 -0.240
O 1.80444 0.99745 -1.63012 2.110 -1.121 0.382
C 3.18376 0.56464 -1.52197 -0.034 2.087 -0.691
S 4.27997 1.51742 -2.75616 -0.241 0.219 -1.357
C 3.53873 -0.97768 -1.81565 -0.486 -0.245 -0.454
C 2.26216 -1.95794 -1.87942 0.732 -0.682 0.111
C 1.80849 -2.53941 -0.45516 -0.548 0.028 -0.231
C 0.54731 -3.57243 -0.55761 0.432 1.004 -0.523
C -0.16527 -3.78199 0.86962 0.294 -0.812 -0.293
C -1.77438 -3.78781 0.82766 -0.074 -0.004 0.127
C -2.45320 -2.82576 1.95557 0.457 0.165 -0.962
C -3.59628 -1.83709 1.31955 -0.451 -1.254 1.561
Si -2.72378 -0.22412 0.75848 0.470 -0.001 -1.234
C -1.73837 0.61390 2.16740 0.898 0.190 1.322
C -1.45466 -0.76252 -0.61487 -0.352 0.382 0.013
C -3.91367 1.01827 -0.14603 -1.902 2.549 -1.283
C -3.30811 2.46089 -0.36332 -2.935 0.224 -1.508
C -4.07229 3.60252 -1.10695 -1.736 -4.858 0.760
C -5.50251 3.22763 -1.64356 2.049 -2.019 1.788
C -6.11946 1.80175 -1.40839 2.830 0.359 0.906
C -5.33565 0.65669 -0.65572 1.835 4.545 -0.779
H 4.97041 1.90350 2.26391 -0.336 1.660 0.384
H 4.05310 3.29453 3.18219 1.334 -0.538 -1.098
H 5.73955 3.61655 2.38586 -1.213 -0.944 0.196
H 2.89653 3.53005 1.18791 1.834 -0.485 -0.941
H 4.33569 4.52270 0.64286 -0.332 -1.618 0.458
H 5.34052 2.48443 -0.25587 -0.860 -0.114 -0.271
H 4.34879 0.35898 0.31364 -0.065 1.672 -0.191
H 0.43672 0.92587 0.23232 -0.719 -0.610 -0.289
H 3.48899 1.97712 -3.79881 0.145 -0.705 1.090
H 4.03788 -1.01335 -2.85608 -0.857 0.073 1.760
H 4.34873 -1.32701 -1.07590 -1.336 0.385 -0.866
H 1.42317 -1.42835 -2.44584 1.004 -0.627 1.070
H 2.57700 -2.85744 -2.53206 -0.468 1.259 0.903
H 2.66504 -3.12919 0.01917 -0.911 1.016 -0.560
H 1.54163 -1.63686 0.21955 0.425 -1.503 -0.939
H 0.92046 -4.55792 -1.03915 -0.666 1.492 0.907
H -0.17494 -3.08572 -1.30960 0.895 -0.861 1.178
H 0.23351 -2.98271 1.58283 -0.684 -1.027 -0.931
H 0.18378 -4.80233 1.26876 -0.413 1.536 -0.355
H -2.18753 -4.85295 1.00383 0.755 1.593 -0.358
H -2.09018 -3.49175 -0.23826 0.310 -0.289 1.734
H -2.86407 -3.49459 2.78612 0.446 1.093 -1.074
H -1.62036 -2.15544 2.40089 -1.324 -1.172 -0.547
H -4.16707 -2.38587 0.48848 0.862 0.801 1.078
H -4.35225 -1.67801 2.18585 1.030 0.036 -1.489
H -1.90515 1.73957 2.27205 0.128 -1.525 -0.260
H -0.60774 0.47357 1.97127 -1.786 0.260 0.173
H -1.93086 0.15070 3.21181 0.089 0.685 -1.632
H -1.94495 -1.57179 -1.25567 0.862 0.960 0.816
H -0.50113 -1.08929 -0.07914 -1.273 0.260 -1.104
H -1.22259 0.13858 -1.27973 -0.127 -1.301 0.966
H -2.24554 2.72792 0.00009 -1.832 -0.777 -0.569
H -3.57984 4.61842 -1.25171 -0.927 -1.588 0.150
H -6.05301 4.06255 -2.20454 0.621 -1.674 0.913
H -7.16292 1.53219 -1.81918 1.867 0.740 0.684
H -5.78049 -0.38844 -0.50104 0.729 1.863 -0.284
```
Forces are in eV/Å.

net charge	-1
energy above the lowest of the compared OMol25 structures with the same formula, charge and spin	431.5	kJ/mol
spin multiplicity	1

Löwdin population analysis, charges in e, atoms 1 to 2: C -0.11; C -0.26

Quick rundown of LUMO, same order as above: 0.33 0.78 -1.41 2.83 eV